(1)
Formula: C5H6Cl2F3NO7PS2
Source: OMol25
Level of theory: ωB97M-V/def2-TZVPD

The geometry in XYZ format:
```
27
C5H6Cl2F3NO7PS2, DFT ωB97M-V/def2-TZVPD
H -0.10272 2.17364 -1.96975
C -0.01998 -0.99746 -2.00687
O -0.44471 -1.44270 3.52789
F 0.96728 -1.24229 7.00781
F -0.73526 -0.17974 6.20184
O 0.50853 1.37431 -4.96773
C -1.51361 2.34696 -5.03761
Cl 0.86609 -1.42965 0.54675
O 2.38000 0.61946 -3.40660
H 1.19359 0.38733 -0.84372
O -0.12388 -0.06388 -3.08629
H -1.02422 -1.40450 -1.91682
S 0.73999 -1.41172 4.36298
C 0.01622 -1.28751 6.05791
C 0.34611 -0.28334 -0.70499
H -0.63237 1.38400 0.32179
H -1.41619 -0.17790 0.52888
N -0.30603 2.51959 -5.14518
Cl 1.00046 -2.36566 -2.46944
O 1.48637 -2.64873 4.43121
O 1.53019 -0.20245 4.27454
S -3.04258 2.22455 -4.80048
H -1.59674 0.66284 -1.00270
O 0.60908 2.30735 -2.60729
F -0.77555 -2.33706 6.34414
P 0.98509 1.01761 -3.45416
C -0.89517 0.45695 -0.18612
```

Summary:
Highest occupied orbital energy in eV: -5.808
Gap between HOMO and LUMO in eV: 6.238
Net charge: -1

(2)
Formula: C5H6Cl2LaO3STl
Source: OMol25
Level of theory: ωB97M-V/def2-TZVPD

The geometry in XYZ format:
```
19
C5H6Cl2LaO3STl, DFT ωB97M-V/def2-TZVPD
C 0.38774 -3.48121 1.83569
H 2.05794 -3.97842 -0.31552
C 1.00167 6.98356 -1.02514
H -0.16819 -4.38530 2.07286
H 1.13989 -3.74576 -1.81721
O -1.79931 7.50589 -1.63648
H 1.47082 -3.62121 1.87432
Cl 1.21452 2.66709 0.03355
La 0.05292 0.30363 0.26369
C -1.18428 6.54987 -1.39321
H 0.09300 -2.71953 2.54008
C 1.06686 -4.10455 -0.76793
O -2.70591 -1.67558 1.50501
C -1.86178 -0.97394 1.15688
S 0.04438 -2.86877 0.03206
H 0.66990 -5.15563 -0.72273
O 1.06114 8.15544 -1.07787
Tl -1.33337 3.64460 -0.62587
Cl -1.20794 0.89982 -1.93217
```

Summary:
Highest occupied orbital energy (spin up / spin down) in eV: -23.568 / -23.821
Gap between HOMO and LUMO (spin up / spin down) in eV: 4.892 / 5.662
Net charge: +4

(3)
Formula: C5H6Cl2N3O4
Source: OMol25
Level of theory: ωB97M-V/def2-TZVPD

The geometry in XYZ format:
```
20
C5H6Cl2N3O4, DFT ωB97M-V/def2-TZVPD
H 1.33092 0.55112 1.52031
C 0.84908 -0.13548 -1.44430
C 1.40933 0.99570 -0.54447
H 2.19785 1.64533 -1.14634
O -2.42186 0.19938 0.90459
N 1.97618 -1.12203 0.39879
H -0.20254 0.01916 -1.46457
N -1.42544 -0.66920 0.67394
Cl 1.34543 -2.79035 -1.46458
O -2.46118 -2.03233 2.17594
O -2.04192 0.96725 -1.27465
H 1.28743 -0.04872 -2.53823
C -2.32094 1.40125 -0.18995
H -3.08819 -1.21725 2.47880
Cl 3.66385 0.70865 1.00927
N -1.46233 -1.73395 1.20220
O -2.64089 2.45681 0.31407
C 1.93378 0.27180 0.67197
H 0.64093 1.86094 -0.56187
C 1.43049 -1.32808 -0.72092
```

Summary:
Highest occupied orbital energy in eV: -6.122
Gap between HOMO and LUMO in eV: 9.189
Net charge: -1

(4)
Formula: C5H6Cl2N4O2
Source: OMol25
Level of theory: ωB97M-V/def2-TZVPD

The geometry in XYZ format:
```
19
C5H6Cl2N4O2, DFT ωB97M-V/def2-TZVPD
Cl -3.61198 -0.29596 -0.79084
Cl -0.01029 1.85086 1.19828
H -0.02554 1.01976 -2.91979
N -1.07347 0.15062 -0.98784
H -2.95243 0.11350 1.92134
O -0.38915 -1.33260 1.17069
C -2.11400 0.37924 1.26808
O 1.71407 -1.73781 1.52229
C -2.05455 0.14865 -0.11368
C 0.22418 0.07181 -1.14488
C -1.10040 0.92613 2.03945
N 0.67058 0.69659 -2.32000
H -0.82091 0.90898 3.05511
H 2.73273 0.43784 -0.80826
H 2.93832 -1.15124 0.00521
C 1.12130 -0.59338 -0.29546
H 1.47575 0.33430 -2.87593
N 2.45884 -0.62302 -0.76603
N 0.81695 -1.30426 0.84225
```

Summary:
Highest occupied orbital energy (spin up / spin down) in eV: -8.102 / -8.102
Gap between HOMO and LUMO (spin up / spin down) in eV: 6.981 / 6.983